## 1
The following is a DFT calculation (wB97M-V/def2-TZVPD) of C36H32BN12O9PbSe2 as an isolated structure.

Output
2S+1: 2
Charge: -2
Frontier orbital gap (spin up / spin down) in eV: 6.12 / 5.76

Geometry as XYZ:
```
93
Properties=species:S:1:pos:R:3:mulliken_charge:R:1
Pb 0.2657 0.1089 -0.6577 1.6856
C -2.5739 2.6616 2.6521 -1.1666
C -2.6813 1.8411 1.5104 -0.5927
N -1.7936 2.1842 0.5910 -0.7928
N -1.0986 3.2157 1.1058 1.4533
C -1.5440 3.5224 2.3495 -0.2835
B 0.0815 3.8568 0.3252 -0.0039
N -0.0591 3.5831 -1.1879 0.5425
C -0.5282 4.4559 -2.1085 -0.0743
C -0.5773 3.8217 -3.3257 -1.3779
C -0.1027 2.5273 -3.0631 -0.0707
N 0.2189 2.3940 -1.7881 -0.4829
N 1.4353 3.3198 0.8932 0.5217
C 2.2757 3.9344 1.7554 -0.2099
C 3.2426 3.0306 2.1343 -1.3965
C 2.9055 1.8587 1.4375 -0.3503
N 1.8187 2.0312 0.7004 0.1716
N -0.0451 5.3842 0.5316 0.6666
C -1.2102 6.0605 0.6825 -0.2875
C -0.9361 7.4036 0.6036 -0.9321
C 0.4560 7.4519 0.3834 -0.3584
N 0.9840 6.2403 0.3294 -1.2209
H -3.1563 2.6256 3.5599 0.4890
H -3.3523 1.0149 1.3169 0.4548
H -1.0971 4.3178 2.9270 0.5530
H -0.7911 5.4674 -1.8383 0.3097
H -0.9193 4.2233 -4.2656 0.3902
H 0.0068 1.6908 -3.7373 0.3730
H 2.1447 4.9705 2.0143 0.4930
H 4.0714 3.1927 2.8049 0.4206
H 3.3999 0.8997 1.4603 0.1570
H -2.1438 5.5396 0.8255 0.4611
H -1.6304 8.2238 0.6839 0.4174
H 1.0895 8.3181 0.2567 0.4538
O -2.2484 0.1452 -4.0338 -0.7667
C -1.9852 -0.7076 -3.1792 -0.1124
O -1.7360 -0.5041 -1.9441 -0.5792
C -1.9641 -2.1637 -3.6498 0.6933
C -2.9229 -2.5336 -4.5415 -0.1308
C -2.9863 -3.8443 -5.0624 -0.6471
C -1.9946 -4.7547 -4.7568 -0.1706
C -0.9806 -4.3948 -3.9030 -0.7389
C -0.9506 -3.1161 -3.1941 0.2138
O -0.1548 -2.8725 -2.2692 -0.4132
N 0.0769 -5.3752 -3.7148 0.9196
O -0.1999 -6.5679 -3.8669 -0.6714
O 1.1964 -4.9870 -3.4485 -0.5356
N -4.0345 -4.2238 -5.9613 1.0129
O -4.8897 -3.3948 -6.2562 -0.6800
O -4.0507 -5.3704 -6.4098 -0.6880
H -3.6440 -1.7990 -4.8712 0.5557
H -1.9919 -5.7346 -5.2069 0.5891
C -3.0024 -3.4526 1.1570 -0.9465
C -2.0600 -2.5290 0.6627 -0.3684
N -1.4428 -1.6625 1.4405 0.5614
C -1.7571 -1.6237 2.7490 -0.4793
C -2.6814 -2.4987 3.3332 1.4074
C -3.3010 -3.4424 2.4910 -0.9257
C -2.9792 -2.3974 4.7361 -0.8680
C -2.4102 -1.4414 5.4993 -0.9074
C -1.4884 -0.4983 4.9265 1.4310
C -0.9051 0.5387 5.6753 -1.0085
C -0.0407 1.4089 5.0661 -0.9709
C 0.2445 1.2259 3.7016 0.1847
N -0.2844 0.2667 2.9798 0.7478
C -1.1440 -0.5889 3.5676 -0.4789
H -3.4722 -4.1518 0.4769 0.5159
H -1.8010 -2.4999 -0.3906 0.3160
H -4.0180 -4.1375 2.9149 0.3559
H -3.6829 -3.1030 5.1665 0.3563
H -2.6443 -1.3619 6.5557 0.3624
H -1.1532 0.6359 6.7275 0.3537
H 0.4187 2.2239 5.6107 0.4962
H 0.9364 1.8909 3.1863 -0.2019
O 2.0018 -3.6113 -0.6973 -0.4243
C 3.2736 -3.4188 -1.2872 -1.5453
C 4.0528 -2.2254 -0.6979 3.1810
C 5.5355 -2.5683 -0.8872 -1.4377
O 6.4296 -1.5719 -0.3846 -0.5925
C 3.7977 -2.1653 0.8073 -1.7548
Se 1.9533 -1.8214 1.3374 -0.0588
C 3.8024 -0.8585 -1.3945 -1.9149
Se 2.2360 -0.6291 -2.5808 -0.4714
H 1.2972 -3.3287 -1.3165 0.5789
H 3.1856 -3.3033 -2.3701 0.4352
H 3.8589 -4.3245 -1.0802 0.4066
H 5.7180 -2.7422 -1.9549 0.4655
H 5.7827 -3.4844 -0.3470 0.4801
H 6.1658 -0.7313 -0.7752 0.3852
H 4.4095 -1.3807 1.2560 0.6288
H 4.0806 -3.1136 1.2682 0.4848
H 4.6394 -0.6406 -2.0621 0.5426
H 3.7530 -0.0555 -0.6600 0.4141
```

***

## 2
The following is a DFT calculation (wB97M-V/def2-TZVPD) of C36H32BN12O9PbSe2 as an isolated structure.

Output
2S+1: 2
Charge: -2
Frontier orbital gap (spin up / spin down) in eV: 6.08 / 5.12

Geometry as XYZ:
```
93
Properties=species:S:1:pos:R:3:mulliken_charge:R:1
Pb -0.1063 0.1400 -0.2026 2.4060
C -4.0027 1.8322 1.8517 -1.4670
C -3.3107 1.0785 0.8999 -0.7728
N -2.0366 1.4155 0.8954 0.2732
N -1.8637 2.3672 1.8092 0.4790
C -3.0365 2.6365 2.4129 -0.0724
B -0.4765 2.9257 2.1838 0.3877
N 0.3025 3.3557 0.9348 0.1595
C 0.9823 4.5040 0.7569 -0.0611
C 1.5761 4.4655 -0.4837 -1.6088
C 1.2125 3.2192 -1.0006 -0.5836
N 0.4598 2.5731 -0.1320 0.4881
N 0.3062 1.8140 2.8778 -0.2941
C 0.8809 1.7550 4.0926 0.1075
C 1.5048 0.5336 4.2099 -1.8336
C 1.2617 -0.1011 2.9881 -0.5783
N 0.5423 0.6805 2.2076 0.9532
N -0.7054 4.1708 3.0454 0.7396
C -1.3512 5.2746 2.6106 -0.4768
C -1.3773 6.1891 3.6392 -1.1295
C -0.7060 5.5414 4.6823 -0.3473
N -0.3170 4.3378 4.3086 -1.2090
H -5.0453 1.8022 2.0971 0.4440
H -3.6640 0.3039 0.2496 0.5408
H -3.1108 3.3667 3.1945 0.3854
H 1.0134 5.2673 1.5068 0.4297
H 2.1783 5.2247 -0.9381 0.4320
H 1.4510 2.7736 -1.9439 0.5971
H 0.7958 2.5789 4.7699 0.5398
H 2.0646 0.1637 5.0467 0.4518
H 1.6032 -1.0542 2.6393 0.5299
H -1.7443 5.3442 1.6159 0.5614
H -1.8121 7.1698 3.6449 0.4538
H -0.4868 5.8989 5.6722 0.4395
O 2.7141 0.5344 -3.9570 -0.8171
C 2.4341 0.3393 -2.7779 -0.8028
O 1.2831 0.4030 -2.2739 -0.5218
C 3.6130 -0.0142 -1.8456 0.5935
C 4.8424 0.0306 -2.4294 -0.1417
C 6.0314 -0.2555 -1.7326 -0.8590
C 5.9460 -0.6369 -0.3984 -0.3611
C 4.7164 -0.7484 0.2073 -0.5946
C 3.4536 -0.3928 -0.4543 0.3289
O 2.3962 -0.4127 0.1861 0.3796
N 4.6976 -1.1911 1.5504 0.9586
O 3.7535 -1.8507 1.9527 -0.5527
O 5.6615 -0.9154 2.2630 -0.6707
N 7.2665 -0.1969 -2.3777 1.0143
O 7.3104 0.0657 -3.5776 -0.6812
O 8.2839 -0.4163 -1.7166 -0.7066
H 4.8955 0.2918 -3.4755 0.6636
H 6.8351 -0.8919 0.1610 0.5858
C 1.5294 -3.9225 -2.3023 -1.3003
C 0.9540 -2.6780 -2.0090 -0.6941
N 0.3847 -2.4102 -0.8636 0.6177
C 0.2997 -3.3628 0.0680 -0.4480
C 0.8291 -4.6582 -0.1319 1.5269
C 1.4743 -4.9129 -1.3534 -0.9279
C 0.6789 -5.6492 0.8783 -0.9698
C -0.0010 -5.3832 2.0194 -0.9440
C -0.5794 -4.1018 2.2439 1.4441
C -1.3255 -3.7975 3.3942 -1.0539
C -1.8588 -2.5402 3.5334 -1.1641
C -1.6274 -1.5996 2.5232 -0.4094
N -0.9334 -1.8578 1.4460 1.0532
C -0.4133 -3.0762 1.2814 -0.4973
H 1.9998 -4.0802 -3.2618 0.4656
H 0.9594 -1.8820 -2.7408 0.5916
H 1.8928 -5.8953 -1.5341 0.3713
H 1.1104 -6.6267 0.7012 0.3811
H -0.1258 -6.1417 2.7826 0.3795
H -1.4771 -4.5590 4.1505 0.3716
H -2.4373 -2.2731 4.4068 0.4774
H -2.0308 -0.6015 2.6045 0.0707
O -4.7526 0.5584 -5.4889 -0.5679
C -4.9024 -0.3134 -4.3953 -1.2355
C -3.6503 -0.4736 -3.4963 2.2599
C -2.5690 -1.2313 -4.2891 -0.6280
O -2.9162 -2.5604 -4.5818 -0.6494
C -3.1440 0.9117 -3.0853 -1.2106
Se -1.1722 1.1551 -2.7841 0.0610
C -4.1582 -1.2989 -2.3151 -2.0106
Se -2.8171 -2.1990 -1.1760 -0.3038
H -3.9806 0.2586 -5.9856 0.3712
H -5.1912 -1.3161 -4.7466 0.3923
H -5.7246 0.0981 -3.8030 0.4457
H -1.6321 -1.1818 -3.7206 -0.1254
H -2.3845 -0.7351 -5.2489 0.5273
H -2.8390 -3.0408 -3.7443 0.3588
H -3.6300 1.2383 -2.1658 0.3168
H -3.3941 1.6187 -3.8806 0.4853
H -4.7871 -2.1051 -2.7029 0.4708
H -4.7737 -0.6646 -1.6727 0.5208
```

***

Which one sits at the top of the stability order? 1 does.

***

## 1
The following is a DFT calculation (wB97M-V/def2-TZVPD) of C6H10N as an isolated structure.

Output
Charge: +1
Frontier orbital gap in eV: 9.19

Geometry as XYZ:
```
17
Properties=species:S:1:pos:R:3:mulliken_charge:R:1
C -1.6334 1.0047 0.0678 -0.5911
C -0.8741 -0.2499 -0.1691 0.9426
C -0.3021 1.3476 0.7451 -0.3878
C 0.4387 0.2078 -0.1058 -0.2382
C -1.3549 -1.6024 0.1226 -1.2715
C 2.4551 -0.6854 0.1885 -0.6811
N 0.5635 1.6255 -0.4221 -0.0188
H -1.8747 1.6583 -0.7674 0.2419
H -2.5027 0.8603 0.7017 0.3230
H -1.4252 -2.1364 -0.8291 0.3458
H -2.3493 -1.5813 0.5631 0.3602
H -0.6732 -2.1613 0.7602 0.3641
H 2.2108 -1.5800 0.7336 0.2948
H 2.9012 0.1093 0.7567 0.3460
H 2.7562 -0.8123 -0.8351 0.3425
H 0.1887 1.9729 -1.3159 0.2829
H 1.4753 2.0225 -0.1948 0.3447
```

***

## 2
The following is a DFT calculation (wB97M-V/def2-TZVPD) of an isolated ion of composition C6H10N and charge +1.

Output
SMILES string: CC=[N+]=C/C=C/C
Charge: +1
Frontier orbital gap in eV: 9.16

Geometry as XYZ:
```
17
Properties=species:S:1:pos:R:3:mulliken_charge:R:1
C -0.5305 1.7574 -0.0099 -0.1844
C 0.8877 1.3984 -0.2217 -0.2122
C 1.2524 0.1240 0.0964 0.2541
C -1.5535 -0.3867 0.5332 0.0217
C 2.6765 -0.3149 0.1113 -1.1350
C -2.3411 -1.2248 -0.4161 -1.0175
N -1.3218 0.8329 0.2728 -0.0274
H -0.9202 2.6859 -0.3129 0.4419
H 1.6551 2.2211 -0.4702 0.2656
H 0.5152 -0.6494 0.2337 0.2504
H -1.6582 -0.9195 1.5189 0.3530
H 3.2595 -0.6180 0.9738 0.3367
H 3.2009 0.5772 -0.2538 0.2902
H 2.7202 -1.1819 -0.5263 0.2961
H -2.3152 -1.0862 -1.4459 0.3776
H -3.4227 -1.0229 -0.0112 0.3166
H -2.1042 -2.1925 -0.0723 0.3727
```

***

## 3
The following is a DFT calculation (wB97M-V/def2-TZVPD) of C6H10N as an isolated structure.

Output
Charge: +1
Frontier orbital gap in eV: 7.95

Geometry as XYZ:
```
17
Properties=species:S:1:pos:R:3:mulliken_charge:R:1
C 0.8563 -1.5181 0.6495 -0.4298
C 1.9381 -0.6190 0.5671 -0.2662
C 0.1004 -0.9275 -0.5655 -0.0380
C 1.1635 0.2262 -0.1545 0.4992
C 0.9984 1.6741 -0.2120 -1.0695
C -2.1099 -0.0285 0.1781 -0.7820
N -1.2442 -0.8190 -0.7003 -0.2926
H 0.6521 -2.2276 1.4331 0.3821
H 2.8331 -0.4300 1.1876 0.4131
H 0.5568 -1.5980 -1.3558 0.4323
H 1.3259 2.1661 -1.1354 0.3522
H 1.5805 2.2027 0.5951 0.3525
H -0.0424 2.1384 -0.0393 0.2672
H -2.9954 -0.5265 0.5862 0.2678
H -1.5700 0.2021 1.1436 0.2878
H -2.4457 0.8148 -0.4515 0.3076
H -1.5976 -0.7301 -1.7261 0.3162
```

***

## 4
The following is a DFT calculation (wB97M-V/def2-TZVPD) of an isolated ion of composition C6H10N and charge +1.

Output
SMILES string: C=C(C)[C@@H]1[NH+]=C1C
Charge: +1
Frontier orbital gap in eV: 8.98

Geometry as XYZ:
```
17
Properties=species:S:1:pos:R:3:mulliken_charge:R:1
C -0.4918 -0.9814 0.0878 0.8786
C -1.2669 -0.2360 0.8054 -1.1927
C -0.8719 -2.3963 -0.1623 -1.0961
C 0.7218 -0.2336 -0.3807 0.0377
C 0.9827 1.1477 -0.1222 0.2128
C 0.9506 2.4717 -0.6388 -0.8346
N 1.7548 0.3657 0.5963 -0.1607
H -1.1160 0.8134 0.8728 0.1957
H -2.1797 -0.5261 1.1155 0.4101
H -0.5926 -3.1721 0.4882 0.3165
H -2.0175 -2.3380 0.0924 0.2772
H 1.1204 -0.6963 -1.3757 0.3534
H 1.5622 3.2202 -0.1547 0.3495
H -0.0695 2.7344 -0.3889 0.3125
H 0.8766 2.4666 -1.7879 0.3257
H -0.6186 -2.6946 -1.1395 0.3415
H 2.2416 0.1387 1.4141 0.2729
```

***

Which one sits at the top of the stability order? 2 does.

***

## 1
The following is a DFT calculation (wB97M-V/def2-TZVPD) of an isolated ion of composition C6H10N and charge +1.

Output
SMILES string: C[C@@]12C[C@]13[NH2+][C@]23C
Charge: +1
Frontier orbital gap in eV: 10.23

Geometry as XYZ:
```
17
Properties=species:S:1:pos:R:3:mulliken_charge:R:1
C -0.8485 -0.5739 1.7212 -0.4351
C -0.6753 -0.3489 0.2827 0.9773
C 0.6862 -0.3789 1.5933 -0.4456
C 0.4469 0.5009 0.0958 -0.0934
C -1.3590 -1.1508 -0.7798 -1.4840
C 1.4301 1.0136 -1.2203 -1.1148
N 0.7297 1.0690 1.3251 0.0983
H -1.3878 0.2738 2.2318 0.2306
H -1.3079 -1.5186 2.0165 0.3478
H -1.0902 -0.8622 -1.7238 0.4196
H -2.4278 -1.1516 -0.6449 0.4073
H -1.2866 -2.2998 -0.6765 0.3493
H 0.7703 1.7924 -1.6502 0.3487
H 1.6142 0.2680 -1.9033 0.3483
H 2.3740 1.4361 -0.8449 0.3922
H 0.0581 1.7432 1.6512 0.2721
H 1.6861 1.3591 1.3756 0.3814
```

***

## 2
The following is a DFT calculation (wB97M-V/def2-TZVPD) of an isolated ion of composition C6H10N and charge +1.

Output
SMILES string: C=C(C)/C=C1/C[NH2+]1
Charge: +1
Frontier orbital gap in eV: 9.54

Geometry as XYZ:
```
17
Properties=species:S:1:pos:R:3:mulliken_charge:R:1
C 2.1252 -0.9417 -1.3345 -0.9065
C -2.5752 0.8249 -0.4092 -0.3491
C -0.1263 -0.3192 -0.9062 -0.4557
C 1.2635 -0.5923 -0.3962 1.1548
C -1.2716 0.1883 -0.4060 -0.0369
C 1.5145 -0.3075 1.0272 -1.0083
N -1.6982 0.9052 0.7740 -0.1881
H 1.8187 -1.2374 -2.3452 0.2832
H 3.2677 -0.7992 -1.2885 0.2525
H -2.7765 1.6353 -1.1114 0.2640
H -3.4836 0.3081 -0.1312 0.2701
H -0.1443 -0.5390 -1.9437 0.2923
H 0.8628 0.5120 1.4752 0.1540
H 2.5080 0.1431 1.2320 0.3331
H 1.4050 -1.1692 1.6710 0.2968
H -1.0830 1.6888 0.9904 0.3419
H -2.1031 0.5129 1.6592 0.3021
```

***

## 3
The following is a DFT calculation (wB97M-V/def2-TZVPD) of an isolated ion of composition C6H10N and charge +1.

Output
SMILES string: C=C1C=CC[N@H+]1C
Charge: +1
Frontier orbital gap (spin up / spin down) in eV: 8.25 / 8.28

Geometry as XYZ:
```
17
Properties=species:S:1:pos:R:3:mulliken_charge:R:1
C -0.5641 -1.6302 0.2497 -0.5287
C -1.7176 -0.9368 0.1423 -0.4030
C 0.5637 -0.8103 -0.1074 0.3893
C 2.1425 -1.1492 -0.1434 -0.9568
C -1.4742 0.4426 -0.3338 -0.6357
C 0.4559 1.7290 0.4428 -0.6051
N 0.0254 0.5522 -0.4695 0.0872
H -0.3880 -2.6609 0.4268 0.4589
H -2.6685 -1.1634 0.4524 0.5285
H 2.8410 -0.4959 -0.3729 0.3795
H 2.4036 -2.1212 0.1358 0.2705
H -1.8810 0.6153 -1.2963 0.3755
H -1.8875 1.0971 0.3825 0.2786
H -0.4348 1.8719 1.0400 0.2532
H 1.3507 1.3260 0.9801 0.3269
H 0.7567 2.7065 -0.1331 0.3141
H 0.4761 0.6271 -1.3962 0.4669
```

***

## 4
The following is a DFT calculation (wB97M-V/def2-TZVPD) of an isolated ion of composition C6H10N and charge +1.

Output
SMILES string: C=C1[C@H]2CC[N@@+]12C
Charge: +1
Frontier orbital gap in eV: 11.20

Geometry as XYZ:
```
17
Properties=species:S:1:pos:R:3:mulliken_charge:R:1
C -1.1291 -0.2121 -0.0443 0.2669
C -2.1503 -0.7021 -0.7243 -0.6984
C 0.6228 -0.0459 1.8760 -0.4581
C 1.1534 -0.6056 0.5503 -0.5996
C -0.4974 0.6652 1.0618 -0.1996
C 0.5762 0.5142 -1.5823 -0.7922
N 0.2575 0.0459 -0.3231 0.2553
H -2.0668 -0.9575 -1.7317 0.3184
H -3.1039 -0.4937 -0.2860 0.2726
H 0.2145 -0.7646 2.5027 0.3014
H 1.3179 0.5557 2.5132 0.2998
H 2.1187 -0.0945 0.3517 0.3117
H 1.2997 -1.6412 0.4513 0.3869
H -0.8284 1.7614 1.0122 0.3314
H 0.4359 -0.1546 -2.4377 0.3518
H 0.1462 1.5156 -1.7319 0.3421
H 1.6332 0.6138 -1.4579 0.3096
```

***

Which one sits at the top of the stability order? 2 does.